122
Properties=species:S:1:pos:R:3 method="wB97M-V/def2-TZVPD" homo_ev=-12.733 lumo_ha=-0.201 gap_ev=7.27 relative_energy_kcal_mol=38.40 charge=+2
Zr 0.51 -0.92 1.45
N 1.43 -1.38 3.57
C 0.80 -0.79 4.73
C 1.52 0.03 5.59
C 0.86 0.64 6.65
C -0.49 0.42 6.84
C -1.18 -0.42 5.99
C -0.55 -1.06 4.93
C -1.28 -2.02 4.05
C -2.22 -2.85 4.66
C -2.99 -3.73 3.92
C -2.86 -3.75 2.54
C -1.91 -2.93 1.94
C -1.05 -2.08 2.65
H 2.44 -1.22 3.58
H 1.28 -2.38 3.60
H 2.58 0.18 5.44
H 1.41 1.28 7.32
H -1.01 0.91 7.65
H -2.24 -0.59 6.15
H -2.34 -2.81 5.73
H -3.70 -4.37 4.42
H -3.48 -4.39 1.93
H -1.90 -2.94 0.86
C 4.65 1.32 0.24
Si 3.90 0.25 1.60
C 5.23 -0.75 2.46
C 3.15 1.42 2.88
N 2.63 -0.86 0.97
C 3.22 -2.07 0.54
C 4.35 -2.17 -0.28
C 4.89 -3.39 -0.64
C 4.32 -4.58 -0.21
C 3.20 -4.54 0.60
C 2.70 -3.30 0.93
F 1.56 -3.24 1.73
H 5.46 1.91 0.67
H 3.93 2.03 -0.17
H 5.07 0.77 -0.59
H 5.77 -0.09 3.14
H 5.96 -1.19 1.78
H 4.82 -1.57 3.06
H 3.75 1.37 3.79
H 2.12 1.24 3.18
H 3.20 2.46 2.54
H 4.83 -1.27 -0.64
H 5.77 -3.42 -1.27
H 4.75 -5.53 -0.48
H 2.72 -5.43 0.99
C -0.38 1.04 2.07
C -0.09 2.43 1.48
C 1.10 2.48 0.52
Sb 0.44 1.97 -1.46
C 0.73 3.89 -2.31
C 1.79 4.05 -3.21
C 2.14 5.33 -3.64
C 1.44 6.44 -3.18
C 0.41 6.28 -2.27
C 0.06 5.01 -1.83
C 1.59 0.81 -2.78
C 1.23 0.87 -4.13
C 1.86 0.05 -5.06
C 2.84 -0.83 -4.65
C 3.20 -0.90 -3.31
C 2.57 -0.09 -2.38
Sb -2.04 0.55 -1.01
C -3.27 2.23 -0.64
C -4.42 1.97 0.11
C -5.34 2.98 0.37
C -5.11 4.26 -0.11
C -3.97 4.53 -0.86
C -3.06 3.52 -1.12
C -2.31 0.35 -3.12
C -2.24 1.47 -3.96
C -2.45 1.33 -5.32
C -2.72 0.07 -5.86
C -2.79 -1.04 -5.03
C -2.58 -0.89 -3.66
H -1.46 0.88 2.16
H -0.01 1.00 3.10
H 0.10 3.15 2.29
H -0.99 2.82 0.98
H 1.91 1.85 0.85
H 1.50 3.48 0.35
H 2.35 3.21 -3.58
H 2.96 5.45 -4.33
H 1.72 7.42 -3.52
H -0.12 7.14 -1.89
H -0.73 4.92 -1.09
H 0.47 1.56 -4.47
H 1.57 0.11 -6.10
H 3.33 -1.47 -5.37
H 3.97 -1.59 -2.99
H 2.83 -0.15 -1.33
H -4.62 0.98 0.50
H -6.23 2.76 0.94
H -5.82 5.05 0.09
H -3.80 5.52 -1.25
H -2.20 3.74 -1.74
H -2.05 2.46 -3.56
H -2.41 2.20 -5.97
H -2.88 -0.04 -6.92
H -3.01 -2.01 -5.44
H -2.65 -1.77 -3.02
N 0.01 -3.66 -0.34
C -0.10 -4.24 -1.53
C -0.03 -3.24 -2.49
C 0.10 -2.07 -1.75
N 0.13 -2.32 -0.43
H -0.06 -4.09 0.57
H -0.21 -5.31 -1.62
H -0.07 -3.35 -3.56
H 0.20 -1.07 -2.14
C -5.04 -1.65 0.88
S -4.26 -2.13 -0.67
C -5.57 -3.15 -1.37
H -5.93 -1.04 0.70
H -4.32 -1.08 1.46
H -5.31 -2.53 1.46
H -5.81 -3.97 -0.69
H -5.19 -3.57 -2.30
H -6.46 -2.57 -1.58

=====

119
Properties=species:S:1:pos:R:3 method="wB97M-V/def2-TZVPD" multiplicity=5 homo_ev="-6.663 / -7.867" lumo_ha="0.012 / -0.087" gap_ev="7.00 / 5.50"
Ir 0.27 -0.10 0.62
C 5.18 0.29 0.51
C 3.69 0.63 0.48
C 3.33 1.71 1.50
P 2.54 -0.80 0.75
C 3.20 -2.25 -0.18
C 2.27 -3.44 0.10
C 3.20 -1.90 -1.67
C 2.72 -1.24 2.51
C 3.85 -1.79 3.08
C 3.90 -2.09 4.44
C 5.14 -2.64 5.08
C 2.77 -1.84 5.23
C 1.62 -1.31 4.70
C 1.57 -0.99 3.32
N 0.48 -0.44 2.75
C -0.75 -0.31 3.42
C -1.16 0.96 3.84
C -0.26 2.14 3.61
C -2.41 1.09 4.44
C -3.26 0.00 4.60
C -4.62 0.19 5.20
C -2.83 -1.24 4.14
C -1.59 -1.42 3.55
C -1.17 -2.76 3.00
H 5.75 1.20 0.31
H 5.45 -0.45 -0.25
H 5.47 -0.09 1.49
H 3.42 1.00 -0.51
H 3.58 1.39 2.51
H 2.26 1.94 1.46
H 3.87 2.63 1.27
H 4.22 -2.48 0.16
H 1.25 -3.19 -0.20
H 2.27 -3.71 1.16
H 2.58 -4.31 -0.48
H 2.18 -1.72 -2.00
H 3.61 -2.71 -2.26
H 3.79 -0.99 -1.87
H 4.71 -2.01 2.46
H 5.90 -2.89 4.34
H 4.91 -3.53 5.66
H 5.57 -1.90 5.77
H 2.80 -2.07 6.29
H 0.75 -1.14 5.31
H -0.09 2.27 2.53
H 0.72 1.99 4.08
H -0.70 3.06 4.00
H -2.73 2.07 4.78
H -4.59 0.84 6.07
H -5.06 -0.77 5.50
H -5.29 0.65 4.47
H -3.50 -2.09 4.23
H -1.97 -3.49 3.10
H -0.28 -3.14 3.51
H -0.93 -2.65 1.94
C -1.08 0.26 -5.68
C -1.44 0.97 -4.38
C -2.28 2.21 -4.65
O -0.24 1.29 -3.68
C -0.36 0.95 -2.31
C -1.78 0.36 -2.19
O -2.13 0.07 -3.54
C -2.00 -0.91 -1.32
O -1.59 -0.67 -0.02
C -3.52 -1.17 -1.29
C -4.20 -1.66 -2.40
C -5.56 -1.92 -2.34
C -6.26 -1.69 -1.16
C -5.59 -1.21 -0.05
C -4.23 -0.95 -0.11
C -1.31 -2.20 -1.81
C -1.57 -3.35 -1.07
C -0.97 -4.56 -1.38
C -0.10 -4.64 -2.46
C 0.17 -3.51 -3.21
C -0.43 -2.29 -2.88
C 0.02 2.18 -1.42
O 0.03 1.86 -0.06
C -0.97 3.33 -1.65
C -0.79 4.28 -2.65
C -1.70 5.31 -2.82
C -2.81 5.40 -1.99
C -3.00 4.46 -0.98
C -2.08 3.43 -0.81
C 1.46 2.64 -1.75
C 1.95 3.72 -1.01
C 3.27 4.13 -1.13
C 4.13 3.47 -2.00
C 3.64 2.41 -2.75
C 2.32 1.99 -2.62
H -0.61 0.96 -6.37
H -1.99 -0.14 -6.13
H -0.39 -0.56 -5.49
H -1.69 2.95 -5.19
H -2.62 2.65 -3.71
H -3.15 1.92 -5.24
H 0.38 0.17 -2.05
H -2.46 1.12 -1.79
H -3.66 -1.85 -3.32
H -6.08 -2.30 -3.21
H -7.32 -1.90 -1.11
H -6.13 -1.03 0.87
H -3.69 -0.57 0.75
H -2.26 -3.29 -0.24
H -1.19 -5.44 -0.79
H 0.37 -5.58 -2.72
H 0.84 -3.56 -4.05
H -0.21 -1.43 -3.48
H 0.07 4.20 -3.31
H -1.55 6.04 -3.60
H -3.52 6.21 -2.12
H -3.86 4.53 -0.33
H -2.20 2.71 -0.02
H 1.29 4.22 -0.31
H 3.63 4.96 -0.54
H 5.16 3.79 -2.10
H 4.30 1.89 -3.44
H 1.98 1.17 -3.23